{
  "formula": "C13H11ClN3O2PtSe4",
  "method": "wB97M-V/def2-TZVPD",
  "species": ["Pt", "Se", "Se", "Se", "Se", "Cl", "C", "C", "O", "O", "H", "H", "C", "C", "N", "C", "C", "C", "C", "C", "C", "C", "C", "N", "C", "N", "H", "H", "H", "H", "H", "H", "H", "H", "H"],
  "positions_angstrom": [[0.391, 3.113, -0.063], [2.720, 2.625, -0.149], [3.873, 4.128, 1.023], [2.262, 5.891, -2.121], [0.332, 5.134, -1.307], [-2.723, 0.295, -0.940], [-2.285, 1.891, -1.646], [-2.644, 3.004, -0.650], [-3.819, 3.337, -0.597], [-1.696, 3.510, 0.084], [-2.873, 2.011, -2.547], [-1.231, 1.865, -1.876], [-0.904, 0.465, 3.052], [-0.780, 1.458, 2.101], [0.060, 1.340, 1.064], [0.758, 0.214, 0.922], [0.704, -0.827, 1.838], [-0.130, -0.677, 2.935], [1.586, -2.009, 1.703], [1.702, -2.877, 0.699], [0.904, -2.968, -0.541], [1.132, -4.019, -1.423], [0.326, -4.097, -2.542], [-0.630, -3.207, -2.803], [-0.755, -2.224, -1.910], [-0.044, -2.064, -0.797], [-1.595, 0.594, 3.873], [-1.354, 2.373, 2.142], [1.373, 0.127, 0.041], [-0.193, -1.463, 3.681], [2.244, -2.167, 2.554], [2.448, -3.657, 0.805], [1.911, -4.747, -1.236], [0.442, -4.901, -3.261], [-1.514, -1.473, -2.106]],
  "spin_multiplicity": 3,
  "largest_force_ev_per_a": 0.58,
  "charge": -1,
  "homo_ev": [-4.32, -4.39],
  "total_energy_ha": -11002.10842,
  "gap_ev": [5.85, 5.92]
}

---

{
  "formula": "CF6P2S2",
  "method": "wB97M-V/def2-TZVPD",
  "species": ["C", "F", "F", "F", "F", "F", "F", "P", "P", "S", "S"],
  "positions_angstrom": [[-2.084, 0.201, 0.646], [-2.044, 0.802, 1.770], [-2.743, -0.946, 0.844], [-2.808, 0.960, -0.169], [-0.266, -1.462, 0.747], [-0.653, -0.738, -1.397], [2.048, 1.084, -1.768], [-0.275, -0.066, 0.001], [2.703, 0.301, -0.497], [2.604, -1.618, -0.967], [3.518, 1.482, 0.788]],
  "largest_force_ev_per_a": 3.49,
  "homo_ev": -10.24,
  "total_energy_ha": -2116.48585,
  "relative_energy_ev": 0.652,
  "gap_ev": 8.45
}

---

{
  "formula": "C39H34F12FeN3O2SbSe3",
  "method": "wB97M-V/def2-TZVPD",
  "species": ["Fe", "C", "C", "C", "C", "C", "N", "C", "C", "C", "C", "C", "C", "C", "C", "O", "C", "F", "F", "F", "C", "F", "F", "F", "C", "C", "C", "O", "C", "F", "F", "F", "C", "F", "F", "F", "H", "H", "H", "H", "H", "H", "H", "H", "H", "H", "H", "H", "Se", "Se", "C", "C", "C", "C", "C", "N", "C", "C", "C", "C", "C", "N", "H", "H", "H", "H", "H", "H", "H", "H", "C", "Sb", "C", "C", "H", "H", "H", "H", "H", "H", "H", "H", "H", "Se", "C", "C", "C", "C", "C", "C", "H", "H", "H", "H", "H"],
  "positions_angstrom": [[1.241, -0.082, -0.956], [-0.901, -4.809, 4.110], [-0.815, -3.766, 3.034], [-1.931, -3.449, 2.261], [-1.845, -2.498, 1.275], [-0.632, -1.802, 1.010], [-0.554, -0.873, 0.037], [-1.730, -0.346, -0.521], [-2.641, 0.287, 0.325], [-3.808, 0.830, -0.170], [-4.108, 0.726, -1.523], [-5.382, 1.299, -2.079], [-3.187, 0.108, -2.358], [-1.970, -0.394, -1.904], [-0.957, -1.131, -2.816], [0.270, -1.266, -2.294], [-0.780, -0.465, -4.225], [-0.275, -1.361, -5.101], [0.090, 0.539, -4.153], [-1.897, 0.018, -4.809], [-1.551, -2.568, -3.039], [-2.607, -2.578, -3.884], [-1.988, -3.083, -1.871], [-0.652, -3.434, -3.517], [0.531, -2.163, 1.771], [0.389, -3.123, 2.755], [1.934, -1.588, 1.461], [1.970, -0.425, 0.810], [2.754, -1.404, 2.800], [1.977, -1.029, 3.841], [3.689, -0.473, 2.656], [3.385, -2.532, 3.217], [2.672, -2.684, 0.613], [2.060, -2.775, -0.580], [3.949, -2.350, 0.396], [2.663, -3.927, 1.135], [-1.800, -4.673, 4.715], [-0.949, -5.811, 3.677], [-0.036, -4.772, 4.771], [-2.872, -3.961, 2.432], [-2.704, -2.288, 0.657], [-2.408, 0.357, 1.381], [-4.493, 1.335, 0.503], [-6.225, 1.117, -1.411], [-5.286, 2.379, -2.213], [-5.616, 0.864, -3.050], [-3.436, 0.018, -3.404], [1.255, -3.410, 3.336], [5.642, 0.673, -1.110], [4.369, 1.689, -2.755], [3.535, 0.142, -3.561], [3.479, 0.155, -4.953], [2.999, -0.968, -5.598], [2.620, -2.065, -4.839], [2.670, -1.958, -3.463], [3.102, -0.868, -2.825], [4.858, 1.525, 0.439], [5.672, 1.668, 1.558], [5.119, 2.240, 2.690], [3.804, 2.671, 2.649], [3.092, 2.507, 1.470], [3.608, 1.933, 0.385], [3.829, 1.017, -5.505], [2.939, -0.994, -6.679], [2.244, -2.968, -5.298], [2.325, -2.767, -2.835], [6.705, 1.348, 1.536], [5.714, 2.361, 3.587], [3.334, 3.129, 3.510], [2.063, 2.834, 1.369], [0.623, 1.849, 5.153], [-0.200, 1.201, 3.263], [-1.516, -0.207, 4.246], [-1.685, 2.777, 3.243], [-0.180, 2.246, 5.774], [1.379, 2.620, 5.004], [1.087, 1.001, 5.655], [-2.013, 0.300, 5.074], [-0.939, -1.051, 4.624], [-2.267, -0.592, 3.553], [-2.548, 2.474, 3.836], [-2.007, 3.002, 2.228], [-1.256, 3.680, 3.679], [0.706, 2.354, -1.128], [-1.055, 2.892, -1.663], [-1.980, 3.316, -0.707], [-3.217, 3.828, -1.070], [-3.571, 3.923, -2.408], [-2.664, 3.503, -3.372], [-1.423, 3.002, -3.005], [-1.710, 3.245, 0.340], [-3.908, 4.153, -0.299], [-4.535, 4.325, -2.698], [-2.918, 3.570, -4.424], [-0.719, 2.704, -3.769]],
  "spin_multiplicity": 6,
  "largest_force_ev_per_a": 0.78,
  "charge": -1,
  "homo_ev": [-4.37, -4.36],
  "total_energy_ha": -11728.10097,
  "gap_ev": [6.78, 5.26]
}

---

{
  "formula": "C16H20AlNOS",
  "method": "wB97M-V/def2-TZVPD",
  "species": ["Al", "C", "C", "C", "H", "C", "C", "H", "H", "H", "H", "C", "C", "C", "H", "C", "C", "H", "H", "H", "H", "O", "C", "C", "C", "C", "C", "H", "H", "H", "H", "H", "H", "H", "H", "H", "H", "S", "C", "N"],
  "positions_angstrom": [[0.597, 0.899, 0.295], [-0.061, 3.687, 0.460], [0.958, 3.527, -0.550], [0.534, 2.531, -1.463], [1.879, 4.099, -0.624], [-0.743, 2.034, -0.995], [-1.106, 2.790, 0.189], [-2.051, 2.681, 0.724], [-0.011, 4.389, 1.296], [1.031, 2.207, -2.385], [-1.468, 1.539, -1.645], [0.832, 0.377, 3.144], [-0.443, 0.941, 2.897], [-1.093, 0.152, 1.896], [-0.862, 1.827, 3.364], [-0.259, -0.991, 1.633], [0.939, -0.836, 2.393], [1.773, -1.534, 2.401], [1.571, 0.752, 3.842], [-2.130, 0.233, 1.576], [-0.582, -1.885, 1.097], [0.494, -0.382, -0.892], [-0.931, -2.748, -1.739], [0.410, -2.420, -2.236], [-2.075, -1.966, -2.191], [-1.117, -3.892, -0.842], [1.209, -1.557, -1.234], [0.358, -1.863, -3.181], [0.994, -3.336, -2.417], [1.412, -2.173, -0.341], [2.186, -1.277, -1.661], [-2.485, -2.314, -3.153], [-1.809, -0.909, -2.316], [-2.897, -2.023, -1.469], [-1.260, -4.846, -1.374], [-2.013, -3.752, -0.225], [-0.265, -4.034, -0.163], [2.801, 2.032, 1.271], [2.796, 3.493, 2.044], [2.883, 4.549, 2.574]],
  "largest_force_ev_per_a": 2.83,
  "charge": -2,
  "homo_ev": [2.14, 2.14],
  "total_energy_ha": -1392.19680,
  "gap_ev": [2.95, 2.95]
}

---

{
  "formula": "C3H4FO2Si",
  "method": "wB97M-V/def2-TZVPD",
  "species": ["C", "C", "C", "O", "O", "F", "Si", "H", "H", "H", "H"],
  "positions_angstrom": [[-0.325, 3.515, -0.855], [0.091, 0.039, 0.771], [-1.043, -0.722, 0.088], [0.183, 3.682, -1.951], [-0.756, 4.214, 0.061], [-2.303, -0.671, 0.824], [-0.143, 1.450, -0.519], [-0.285, 0.304, 1.857], [1.025, -0.401, 0.996], [-1.013, -1.861, -0.299], [0.472, 0.916, -1.743]],
  "largest_force_ev_per_a": 3.42,
  "charge": -1,
  "homo_ev": [-3.52, -3.53],
  "total_energy_ha": -656.49483,
  "relative_energy_ev": 4.396,
  "gap_ev": [7.42, 7.42]
}

---

{
  "formula": "C3H14NO2",
  "method": "wB97M-V/def2-TZVPD",
  "species": ["C", "C", "C", "N", "H", "H", "H", "H", "H", "H", "H", "H", "H", "H", "H", "H", "O", "H", "H", "O"],
  "positions_angstrom": [[1.410, 2.033, 1.128], [0.069, 1.453, 0.537], [0.340, 0.802, -0.865], [-0.521, 0.356, 1.539], [1.033, 2.440, 2.266], [2.150, 1.155, 1.249], [1.718, 2.824, 0.438], [-0.766, 2.102, 0.547], [1.293, 0.248, -0.958], [0.420, 1.646, -1.606], [-0.554, 0.260, -1.183], [0.003, 0.245, 2.426], [-1.431, 0.653, 1.766], [-0.481, -0.546, 0.971], [-0.780, -2.156, -3.238], [-1.573, -3.247, -2.800], [-0.786, -2.749, -2.497], [-0.765, -3.053, 0.608], [-0.477, -2.221, -0.653], [-0.302, -2.245, 0.326]],
  "largest_force_ev_per_a": 3.96,
  "charge": 1,
  "homo_ev": -15.43,
  "total_energy_ha": -327.67799,
  "relative_energy_ev": 1.213,
  "gap_ev": 12.43
}

---

What is the formula in the second record? CF6P2S2